# 1
{"formula": "C43H40F5KN4O4P2S", "method": "wB97M-V/def2-TZVPD", "orbital_gap_ha": 0.239, "energy_ha": -4362.809710, "e_lumo_ev": -0.129, "total_charge": 0, "species": ["K", "O", "P", "C", "P", "O", "C", "C", "C", "C", "C", "C", "C", "C", "C", "C", "C", "C", "C", "C", "C", "C", "C", "C", "C", "C", "C", "C", "C", "C", "H", "H", "H", "H", "H", "H", "H", "H", "H", "H", "H", "H", "H", "H", "H", "H", "H", "H", "H", "H", "H", "H", "O", "C", "O", "C", "C", "C", "C", "C", "C", "N", "C", "C", "C", "C", "C", "C", "N", "H", "H", "H", "H", "H", "H", "H", "H", "H", "H", "F", "C", "F", "C", "F", "F", "F", "C", "N", "C", "S", "N", "C", "H", "H", "H", "H", "H", "H", "H", "H"], "xyz": [[-0.250, -1.564, -1.431], [1.734, -1.776, 0.378], [1.871, -1.360, 1.804], [0.604, -0.268, 2.542], [-0.042, 1.007, 1.426], [-0.802, 0.293, 0.357], [1.365, 1.907, 0.799], [1.744, 1.560, -0.540], [2.874, 2.177, -1.089], [3.502, 3.125, -0.368], [3.114, 3.463, 0.909], [2.033, 2.866, 1.501], [-0.925, 2.145, 2.455], [-1.724, 1.687, 3.479], [-2.463, 2.641, 4.259], [-2.361, 4.000, 3.959], [-1.690, 4.420, 2.794], [-0.991, 3.481, 2.092], [1.920, -2.860, 2.884], [3.167, -3.576, 2.778], [3.281, -4.829, 3.389], [2.241, -5.317, 4.206], [1.048, -4.596, 4.327], [0.914, -3.350, 3.641], [3.435, -0.534, 2.221], [3.750, -0.205, 3.567], [4.864, 0.558, 3.807], [5.691, 1.020, 2.756], [5.425, 0.562, 1.470], [4.316, -0.191, 1.203], [0.978, 0.061, 3.524], [-0.263, -0.892, 2.727], [1.306, 0.768, -1.069], [3.146, 1.901, -2.072], [4.347, 3.610, -0.873], [3.735, 4.025, 1.549], [1.691, 3.086, 2.531], [-1.900, 0.625, 3.628], [-3.060, 2.275, 5.131], [-2.895, 4.807, 4.511], [-1.762, 5.441, 2.390], [-0.539, 3.841, 1.197], [3.985, -3.209, 2.168], [4.113, -5.445, 3.173], [2.265, -6.253, 4.724], [0.216, -5.073, 4.812], [-0.085, -2.815, 3.832], [3.077, -0.605, 4.342], [5.035, 0.812, 4.911], [6.572, 1.602, 2.871], [6.050, 0.855, 0.672], [4.043, -0.459, 0.192], [1.792, 5.431, -2.790], [0.721, 5.221, -2.007], [0.458, 5.959, -1.108], [-0.053, 3.936, -2.188], [0.328, 2.954, -3.077], [-0.366, 1.738, -3.215], [-1.588, 1.652, -2.500], [-1.988, 2.630, -1.586], [-1.252, 3.796, -1.492], [-2.169, 0.366, -2.559], [-2.390, -0.027, -3.730], [-2.644, -1.460, -4.060], [-2.721, -1.743, -5.406], [-2.878, -3.055, -5.780], [-2.948, -4.045, -4.790], [-2.911, -3.699, -3.453], [-2.672, -2.410, -3.105], [1.990, 4.666, -3.429], [1.226, 3.000, -3.680], [0.015, 0.832, -3.714], [-2.883, 2.379, -1.034], [-1.617, 4.632, -0.919], [-2.372, 0.628, -4.600], [-2.580, -0.927, -6.169], [-2.926, -3.309, -6.812], [-3.171, -5.105, -5.096], [-3.037, -4.414, -2.648], [2.086, -0.287, -2.833], [1.386, -0.583, -3.975], [2.040, 0.216, -4.937], [1.858, -2.044, -4.358], [3.187, -2.180, -4.481], [1.398, -2.952, -3.419], [1.286, -2.405, -5.499], [-4.629, -0.265, 0.461], [-3.365, -0.939, 0.392], [-3.230, -2.282, 0.714], [-1.944, -3.030, 1.419], [-4.366, -3.038, 0.492], [-5.497, -2.689, -0.382], [-4.507, 0.719, 0.966], [-5.413, -0.897, 0.950], [-5.035, -0.010, -0.519], [-2.516, -0.432, 0.553], [-4.338, -3.977, 0.815], [-5.314, -1.943, -1.121], [-6.432, -2.406, 0.145], [-5.722, -3.646, -0.881]], "lowdin_charge": [0.669, -0.384, 0.735, -0.293, 0.733, -0.412, -0.269, -0.035, -0.074, -0.083, -0.064, -0.085, -0.289, -0.063, -0.062, -0.077, -0.064, -0.102, -0.267, -0.051, -0.067, -0.075, -0.065, -0.113, -0.286, -0.092, -0.084, -0.056, -0.081, -0.076, 0.087, 0.018, 0.052, 0.103, 0.124, 0.099, 0.130, 0.109, 0.115, 0.116, 0.123, 0.091, 0.108, 0.089, 0.093, 0.095, 0.105, 0.114, 0.128, 0.092, 0.098, 0.113, 0.097, -0.497, 0.110, -0.146, -0.022, -0.001, -0.262, -0.008, -0.026, 0.101, -0.104, -0.258, -0.028, -0.054, -0.058, -0.116, 0.097, 0.136, 0.110, 0.053, 0.110, 0.115, 0.132, 0.139, 0.101, 0.122, 0.109, -0.059, -0.336, -0.052, -0.590, 0.127, 0.045, 0.128, -0.108, -0.017, -0.871, 0.647, -0.054, -0.105, 0.097, 0.085, 0.073, 0.042, 0.090, 0.060, 0.086, 0.089]}

***

# 2
{"formula": "C5H15N3O", "method": "wB97M-V/def2-TZVPD", "orbital_gap_ha": 0.356, "smiles": "[H]/N=C(\\C)OC.CN(C)N", "energy_ha": -438.955982, "e_lumo_ev": 0.974, "total_charge": 0, "species": ["C", "C", "C", "O", "N", "H", "H", "H", "H", "H", "H", "H", "C", "C", "N", "N", "H", "H", "H", "H", "H", "H", "H", "H"], "xyz": [[-0.612, -2.318, 0.847], [-2.673, -0.081, -1.208], [-1.540, -1.014, -0.858], [-1.652, -1.474, 0.385], [-0.601, -1.392, -1.615], [-0.626, -0.985, -2.542], [-0.405, -3.103, 0.114], [-0.962, -2.748, 1.788], [0.290, -1.729, 1.013], [-3.145, 0.274, -0.299], [-3.414, -0.613, -1.807], [-2.300, 0.762, -1.787], [1.983, 1.918, 1.392], [1.996, 0.241, -0.332], [1.260, 0.819, 0.775], [-0.030, 1.199, 0.328], [-0.003, 2.083, -0.193], [-0.629, 1.321, 1.138], [2.158, 2.757, 0.695], [2.303, 0.993, -1.072], [1.414, 2.285, 2.250], [2.945, 1.546, 1.748], [1.358, -0.491, -0.821], [2.885, -0.250, 0.062]], "nbo_charge": [-0.265, -0.690, 0.619, -0.509, -0.773, 0.350, 0.199, 0.187, 0.198, 0.228, 0.230, 0.224, -0.424, -0.441, -0.282, -0.677, 0.317, 0.355, 0.158, 0.154, 0.197, 0.203, 0.248, 0.195]}

***

# 3
{"formula": "C36H60O6", "method": "wB97M-V/def2-TZVPD", "orbital_gap_ha": 0.356, "smiles": "c1ccccc1.c1ccccc1.c1ccccc1.c1ccccc1.CCO.CCO.CCO.CCO.CCO.CCO", "energy_ha": -1859.019035, "e_lumo_ev": 0.611, "total_charge": 0, "species": ["C", "C", "C", "C", "C", "C", "H", "H", "H", "H", "H", "H", "C", "C", "C", "C", "C", "C", "H", "H", "H", "H", "H", "H", "C", "C", "C", "C", "C", "C", "H", "H", "H", "H", "H", "H", "C", "C", "C", "C", "C", "C", "H", "H", "H", "H", "H", "H", "C", "C", "O", "H", "H", "H", "H", "H", "H", "C", "C", "O", "H", "H", "H", "H", "H", "H", "C", "C", "O", "H", "H", "H", "H", "H", "H", "C", "C", "O", "H", "H", "H", "H", "H", "H", "C", "C", "O", "H", "H", "H", "H", "H", "H", "C", "C", "O", "H", "H", "H", "H", "H", "H"], "xyz": [[2.530, 1.998, 3.045], [2.183, 0.673, 2.896], [1.016, 0.160, 3.454], [0.142, 1.039, 4.085], [0.564, 2.327, 4.367], [1.736, 2.844, 3.806], [3.457, 2.353, 2.610], [2.744, -0.013, 2.267], [0.788, -0.893, 3.361], [-0.780, 0.611, 4.462], [-0.002, 3.012, 4.990], [2.088, 3.857, 3.946], [4.321, -1.031, -2.449], [4.471, -1.371, -1.106], [4.617, -0.420, -0.095], [4.689, 0.918, -0.489], [4.384, 1.290, -1.797], [4.316, 0.321, -2.786], [4.257, -1.815, -3.189], [4.414, -2.423, -0.847], [4.881, -0.741, 0.902], [4.765, 1.683, 0.277], [4.337, 2.333, -2.079], [4.158, 0.667, -3.801], [-4.430, -1.147, -2.808], [-5.396, -0.774, -1.883], [-5.396, 0.513, -1.366], [-4.389, 1.403, -1.694], [-3.393, 1.014, -2.562], [-3.397, -0.270, -3.103], [-4.491, -2.082, -3.351], [-6.233, -1.431, -1.680], [-6.078, 0.836, -0.587], [-4.320, 2.395, -1.262], [-2.542, 1.620, -2.847], [-2.572, -0.528, -3.756], [-2.825, -1.000, 2.509], [-3.628, -1.199, 3.637], [-4.470, -0.178, 4.059], [-4.597, 0.962, 3.304], [-3.821, 1.188, 2.173], [-2.940, 0.178, 1.784], [-2.161, -1.744, 2.086], [-3.532, -2.125, 4.188], [-5.069, -0.362, 4.942], [-5.284, 1.753, 3.587], [-3.924, 2.105, 1.610], [-2.337, 0.319, 0.893], [1.030, -0.319, -0.783], [0.854, 1.137, -0.355], [-0.354, 1.588, -0.939], [0.998, -0.464, -1.867], [0.229, -0.935, -0.364], [1.974, -0.775, -0.486], [1.753, 1.653, -0.714], [0.818, 1.187, 0.735], [-0.696, 2.316, -0.406], [1.675, -3.654, -1.916], [3.177, -3.903, -2.131], [3.737, -4.623, -1.045], [1.518, -2.663, -1.483], [1.265, -4.455, -1.313], [1.236, -3.578, -2.910], [3.774, -3.060, -2.495], [3.202, -4.485, -3.067], [4.615, -4.908, -1.320], [-1.850, -3.055, -0.870], [-3.144, -3.801, -0.580], [-3.318, -3.945, 0.821], [-1.979, -2.442, -1.766], [-1.042, -3.731, -1.153], [-1.516, -2.431, -0.043], [-3.091, -4.779, -1.085], [-4.028, -3.354, -1.047], [-4.168, -4.362, 0.986], [1.843, 3.410, -4.804], [1.039, 2.896, -3.602], [0.256, 1.777, -3.987], [2.468, 2.646, -5.256], [2.577, 4.123, -4.394], [1.293, 4.082, -5.461], [0.377, 3.668, -3.205], [1.796, 2.543, -2.893], [-0.007, 1.347, -3.164], [1.322, -2.027, 1.976], [1.699, -3.470, 1.718], [3.113, -3.511, 1.463], [1.786, -1.701, 2.911], [0.264, -1.920, 2.254], [1.509, -1.368, 1.132], [1.140, -3.919, 0.900], [1.489, -4.037, 2.628], [3.225, -4.038, 0.642], [-0.951, 5.673, 1.293], [-0.498, 4.427, 2.060], [-0.971, 3.277, 1.378], [-0.809, 6.571, 1.890], [-1.991, 5.548, 0.997], [-0.327, 5.723, 0.399], [-0.935, 4.377, 3.061], [0.594, 4.436, 2.059], [-0.824, 2.478, 1.900]], "lowdin_charge": [-0.086, -0.095, -0.103, -0.071, -0.103, -0.105, 0.099, 0.091, 0.043, 0.105, 0.105, 0.105, -0.084, -0.094, -0.076, -0.087, -0.107, -0.075, 0.091, 0.082, 0.108, 0.096, 0.102, 0.102, -0.116, -0.098, -0.097, -0.101, -0.089, -0.095, 0.104, 0.101, 0.102, 0.103, 0.093, 0.104, -0.092, -0.083, -0.105, -0.106, -0.087, -0.091, 0.075, 0.101, 0.101, 0.101, 0.097, 0.097, -0.087, -0.274, -0.085, 0.083, 0.062, 0.042, 0.096, 0.092, 0.059, -0.049, -0.318, -0.080, 0.045, 0.072, 0.086, 0.040, 0.114, 0.110, -0.058, -0.307, -0.076, 0.064, 0.053, 0.053, 0.108, 0.089, 0.084, -0.085, -0.316, -0.094, 0.068, 0.069, 0.069, 0.113, 0.084, 0.038, -0.115, -0.263, -0.088, 0.059, 0.078, 0.043, 0.094, 0.111, 0.041, -0.070, -0.309, -0.100, 0.074, 0.074, 0.074, 0.110, 0.098, 0.064]}

***

# 4
{"formula": "C23H16Cl3DyI3N6OS", "method": "wB97M-V/def2-TZVPD", "orbital_gap_ha": [0.231, 0.231], "spin_multiplicity": 6, "energy_ha": -4847.011628, "e_lumo_ev": [1.749, 1.763], "total_charge": -1, "species": ["Dy", "C", "C", "N", "N", "C", "N", "S", "C", "C", "C", "C", "C", "N", "H", "H", "H", "H", "H", "H", "H", "H", "H", "Cl", "C", "C", "C", "I", "C", "O", "C", "N", "C", "C", "C", "C", "H", "H", "H", "H", "I", "I", "Cl", "C", "C", "C", "C", "C", "Cl", "C", "N", "H", "H", "H"], "xyz": [[0.857, 0.755, 0.564], [-1.914, 3.067, 3.767], [-1.337, 2.411, 2.570], [-0.073, 2.279, 2.450], [0.651, 2.829, 3.500], [1.934, 2.560, 3.467], [2.738, 3.198, 4.339], [2.778, 1.414, 2.464], [-2.163, 1.957, 1.448], [-3.548, 2.005, 1.461], [-4.212, 1.648, 0.310], [-3.501, 1.280, -0.801], [-2.134, 1.246, -0.766], [-1.468, 1.534, 0.368], [-1.478, 2.653, 4.698], [-3.006, 3.000, 3.819], [-1.664, 4.116, 3.754], [2.356, 3.821, 5.043], [3.720, 2.984, 4.338], [-4.080, 2.302, 2.330], [-5.294, 1.717, 0.237], [-4.050, 1.051, -1.714], [-1.524, 1.025, -1.611], [-2.858, -5.531, -0.513], [-1.955, -4.162, 0.125], [-1.966, -3.901, 1.451], [-1.304, -2.787, 1.982], [-1.499, -2.441, 4.054], [-0.640, -1.926, 1.137], [0.048, -0.923, 1.568], [-0.656, -2.172, -0.293], [-0.029, -1.265, -1.076], [0.071, -1.461, -2.366], [-0.558, -2.547, -2.989], [-1.194, -3.472, -2.210], [-1.278, -3.315, -0.798], [-2.454, -4.598, 2.118], [0.648, -0.728, -2.922], [-0.445, -2.644, -4.064], [-1.649, -4.336, -2.623], [1.092, 2.666, -2.060], [-1.393, 4.808, -2.571], [3.037, -1.376, 0.090], [3.329, -1.092, -1.611], [3.895, -2.140, -2.324], [4.313, -1.958, -3.646], [4.130, -0.679, -4.175], [3.520, 0.327, -3.455], [3.754, 1.912, -4.131], [2.930, 0.163, -2.147], [2.121, 0.953, -1.404], [4.085, -3.082, -1.805], [4.799, -2.739, -4.218], [4.520, -0.407, -5.158]], "lowdin_charge": [1.169, -0.034, -0.287, -0.046, -0.018, -0.884, 0.046, 0.495, -0.196, 0.005, -0.049, -0.054, -0.156, -0.008, 0.091, 0.063, 0.085, 0.101, 0.067, 0.094, 0.116, 0.118, 0.059, 0.645, -0.598, -0.197, -0.623, 0.867, -0.427, -0.319, -0.155, 0.063, -0.111, -0.025, -0.010, -0.165, 0.087, 0.110, 0.111, 0.077, 0.666, -0.548, 0.709, -0.593, -0.141, -0.117, -0.166, -0.621, 0.609, -0.523, -0.660, 0.098, 0.088, 0.093]}